DFT (ωB97M-V/def2-TZVPD) results for a 16-piece molecular cluster, C70H185N13O22 overall at a distorted geometry.

Geometry as XYZ:
```
290
Properties=species:S:1:pos:R:3:forces:R:3:mulliken_charge:R:1
C -25.34446 7.86294 33.85072 0.003 -0.302 -1.687 -0.86
O -24.35690 7.15006 33.09575 0.052 0.358 0.921 -0.23
C -23.99062 7.73607 31.86096 -0.511 -2.251 -0.259 0.35
C -25.17293 8.02404 30.92650 0.487 -0.030 -0.006 -0.22
N -26.05274 6.90712 30.74547 1.652 -1.682 0.944 0.97
C -27.31303 6.99585 30.14412 -0.984 0.983 -0.438 -1.08
C -27.31103 7.33785 28.67776 -0.952 1.057 -1.170 -0.85
O -26.40762 6.57861 27.93675 0.869 0.553 -0.140 0.31
C -26.80663 5.28402 27.59031 1.806 -0.108 -0.728 0.12
H -25.14847 8.92941 33.81196 0.421 0.326 0.753 0.37
H -25.45141 7.40604 34.83097 0.267 0.265 0.016 0.25
H -26.27890 7.78293 33.30053 -0.502 -0.304 0.174 0.26
H -23.37685 6.89545 31.42656 -0.396 1.125 -0.022 -0.66
H -23.35124 8.60695 31.94344 0.077 0.440 0.275 0.42
H -24.62982 8.38533 30.03791 -0.547 0.172 -0.374 -0.63
H -25.80471 8.81333 31.32753 0.137 0.494 -0.055 0.66
H -25.61574 5.99211 30.57779 -0.005 0.896 0.141 -0.47
H -27.95267 7.73598 30.65807 0.091 -0.166 -0.018 0.54
H -27.79754 6.04042 30.22918 -0.320 -0.594 0.323 -0.10
H -27.09784 8.39735 28.44838 0.451 -0.277 0.510 0.56
H -28.32117 7.25913 28.23149 -0.003 -0.417 0.291 0.45
H -27.80710 5.32377 27.18894 -0.346 -0.487 -0.084 0.63
H -26.58886 4.57339 28.37452 -0.714 -0.293 0.626 -0.55
H -26.03592 4.95724 26.84197 -0.940 0.202 0.033 -0.41
C -29.44147 2.81013 27.03994 -1.127 0.513 1.273 0.03
O -30.20920 2.68585 28.28517 0.578 0.372 -1.443 -0.42
C -30.40777 3.97680 28.84606 1.450 1.145 -1.103 0.39
C -31.02444 3.81491 30.16634 -0.225 -0.653 0.676 -0.48
N -32.39776 3.41254 29.96237 -2.362 -1.123 1.222 -0.17
C -33.33073 3.57867 31.15378 1.330 -1.668 -1.822 -0.70
C -34.70926 3.19873 30.65614 -0.195 1.098 -1.098 -0.29
O -35.55466 3.16028 31.74770 0.918 0.592 0.769 -0.31
C -36.83885 2.75464 31.53497 -1.508 -0.564 1.069 -0.78
H -28.42086 3.01075 27.35482 0.173 0.747 -0.469 -0.16
H -29.94231 3.48811 26.30034 0.768 -0.008 0.942 -0.30
H -29.40178 1.87995 26.54623 -0.220 -1.497 -0.275 0.53
H -31.11605 4.55750 28.21978 0.537 -0.086 0.006 0.47
H -29.40804 4.54862 28.95276 -1.247 -0.824 -0.328 -0.45
H -31.08717 4.77090 30.67951 0.270 0.187 0.072 0.61
H -30.32954 3.15072 30.72417 -0.654 0.010 0.287 -0.28
H -32.60549 2.42132 29.67325 1.254 1.407 0.130 0.19
H -33.28293 4.54788 31.57973 -0.073 1.188 0.013 0.45
H -33.01154 2.89939 31.93983 -0.184 -0.282 0.356 0.18
H -34.70814 2.24945 30.10051 0.179 -0.215 0.232 0.29
H -35.07398 3.95217 29.89946 0.354 -0.416 0.584 0.29
H -36.88699 1.70187 31.25512 -0.058 -0.245 -0.163 0.32
H -37.43722 3.32819 30.82924 0.246 0.357 -0.393 0.30
H -37.32188 2.87263 32.52143 -0.074 -0.237 -0.471 0.25
C -27.90035 -4.87138 32.53153 2.594 -0.075 1.360 -1.02
O -28.00295 -3.64608 31.88189 -0.322 -0.351 -1.082 -0.25
C -28.23580 -4.01975 30.52015 -1.743 0.267 -0.420 -0.63
C -28.93012 -2.87074 29.74516 0.891 -0.595 1.479 -1.13
N -28.01941 -1.80462 29.42752 0.453 -0.530 -0.339 1.15
C -28.34091 -1.01324 28.28081 -1.247 0.842 0.146 -0.43
C -27.94679 -1.56377 26.94235 1.182 1.444 0.105 -0.71
O -26.48991 -1.52901 26.87856 -1.709 -0.143 -0.917 0.24
C -26.12299 -1.70478 25.50301 -0.635 -0.675 1.566 -1.07
H -28.79138 -5.41476 32.54822 -1.797 -0.760 -0.061 0.43
H -27.58636 -4.70079 33.56727 -0.014 0.029 -0.133 0.28
H -27.13867 -5.53406 32.05438 -0.259 0.438 0.243 0.36
H -28.96061 -4.88124 30.50597 0.408 0.629 0.101 0.50
H -27.32018 -4.41481 30.08612 0.291 0.390 -0.307 0.27
H -29.75607 -2.52552 30.39287 -0.043 -0.144 -0.245 0.28
H -29.34673 -3.30569 28.85575 -0.177 -0.057 -0.592 0.53
H -27.85274 -1.19541 30.20477 0.163 0.022 0.420 -0.60
H -27.84874 -0.05269 28.45684 0.135 -0.010 -0.448 -0.03
H -29.43156 -0.75980 28.20378 0.343 -0.214 0.183 0.24
H -28.35904 -0.83445 26.21961 0.248 -0.201 -0.063 0.38
H -28.38168 -2.52627 26.66012 0.324 -0.313 0.288 0.34
H -25.11567 -1.97861 25.53715 1.562 -0.604 -0.368 -0.16
H -26.24137 -0.88226 24.86210 -0.160 1.799 -0.454 0.45
H -26.75571 -2.45563 25.08414 -0.149 -1.071 -0.426 0.56
C -29.20574 0.04708 19.69276 -0.092 0.943 -0.800 -0.73
O -28.08477 -0.16936 18.84343 -0.480 -0.816 0.332 -0.42
C -27.20729 -1.16611 19.34966 -0.721 0.336 1.686 -0.08
C -25.95153 -0.97678 18.59974 1.877 0.506 -0.498 -0.70
N -24.86717 -1.90174 18.97074 0.124 0.604 0.681 0.03
C -24.98710 -3.22725 18.44301 -1.707 -0.254 -0.720 -0.90
C -25.20769 -3.29803 16.93064 -0.227 2.366 -2.102 -0.55
O -24.11613 -2.56397 16.29878 0.622 -1.279 1.239 -0.33
C -24.22590 -1.88003 15.07216 -1.970 -2.173 0.422 -0.67
H -29.60315 -0.82883 20.15538 -0.401 -1.101 -0.136 0.28
H -29.98667 0.58066 19.11452 0.467 -0.417 0.316 0.37
H -28.93123 0.65559 20.53209 0.312 0.728 0.505 0.27
H -27.63677 -2.17152 19.40914 -0.266 -0.081 -0.778 0.27
H -26.98309 -0.98009 20.42657 -0.055 0.211 -0.374 0.20
H -25.69650 0.06239 18.85650 0.533 -0.355 -0.041 0.28
H -26.10621 -0.93375 17.52218 -0.311 -0.182 -0.145 0.05
H -23.93639 -1.56584 18.81669 0.109 0.659 -0.337 0.28
H -25.94636 -3.51934 18.85844 -0.106 -1.061 0.136 0.25
H -24.20797 -3.91000 18.77374 0.131 0.218 0.085 0.53
H -26.14321 -2.73569 16.59809 0.726 -0.759 0.785 0.32
H -25.32154 -4.29035 16.48940 0.323 -0.230 0.322 0.44
H -24.66491 -2.52191 14.26819 0.130 0.514 0.468 0.26
H -23.25468 -1.63235 14.80073 1.744 0.581 -0.547 0.25
H -24.80760 -1.01385 15.25820 -0.767 1.106 -0.367 0.30
C -25.38360 1.62029 23.11689 -1.337 1.417 2.015 -0.86
O -24.68141 1.39246 24.32284 0.318 0.282 0.384 0.08
C -24.92654 2.20704 25.47878 -0.659 0.081 -2.171 0.58
C -24.05920 1.70241 26.51930 0.514 -1.984 1.369 -0.23
N -24.07549 2.57813 27.66764 -1.229 -1.586 1.700 2.23
C -22.96701 3.47643 27.85055 0.540 -0.845 -1.905 -0.61
C -23.18415 4.27668 29.06826 0.601 -0.258 0.531 1.07
O -23.05492 3.34612 30.15885 0.209 0.494 -1.236 0.82
C -23.17476 3.97212 31.40077 -1.600 0.158 0.044 0.41
H -25.20067 2.58501 22.65469 0.390 0.322 0.242 0.14
H -26.46299 1.59911 23.34979 0.104 -0.208 -0.441 0.37
H -25.08820 0.88093 22.44708 0.210 -1.435 -1.023 0.20
H -25.94256 2.23833 25.80680 -1.205 -0.470 0.008 0.17
H -24.68452 3.24691 25.33591 0.359 0.765 -0.610 -0.68
H -23.08982 1.66598 26.06679 1.098 -0.353 -0.147 0.06
H -24.35711 0.62665 26.79889 0.398 1.519 -0.296 -0.68
H -24.12284 1.94122 28.50137 0.016 1.272 -0.975 -1.20
H -22.83534 4.10652 26.92496 -0.216 -0.382 0.897 0.40
H -22.04754 2.85800 27.95684 0.065 0.628 0.034 -0.12
H -24.19268 4.70269 29.08119 0.065 0.314 -0.080 -0.93
H -22.38216 5.02800 29.08363 -0.344 0.183 0.586 -0.56
H -24.26421 3.98211 31.69333 0.869 0.064 0.113 -0.36
H -22.84658 5.02086 31.35982 0.344 -0.445 0.288 -0.75
H -22.61078 3.32476 32.04718 0.240 0.238 0.873 0.27
C -34.24007 1.27289 26.01669 1.284 -0.025 -0.689 -0.50
O -33.74384 1.64153 24.71594 1.294 -0.598 0.429 -0.46
C -32.25651 1.56104 24.64552 -2.951 1.524 1.069 -0.13
C -31.84668 1.88676 23.27519 1.570 -2.043 -2.017 -0.80
N -31.72318 0.63480 22.40130 -1.004 2.487 -0.320 -0.14
C -32.95603 -0.08021 22.17321 -0.511 0.202 0.398 -0.67
C -32.73215 -1.10435 21.11217 0.332 -0.044 -0.135 -0.54
O -31.74647 -1.98826 21.65782 -0.750 0.400 -0.726 -0.22
C -31.86931 -3.24460 21.03661 2.004 0.860 0.155 -0.97
H -33.49276 1.60359 26.76148 -0.654 0.059 0.076 0.09
H -34.41962 0.19447 26.16936 0.297 0.131 -0.400 0.27
H -35.18389 1.76358 26.08043 -0.614 0.494 0.508 0.29
H -31.98577 0.60955 25.01816 0.643 -1.275 0.048 0.44
H -31.85540 2.30446 25.32971 -0.012 0.257 0.361 0.35
H -30.78841 2.19093 23.27943 -0.445 0.524 0.155 0.05
H -32.48133 2.67765 22.81880 0.406 -0.698 0.202 0.44
H -31.02791 0.02569 22.77269 0.443 -0.362 0.368 0.20
H -33.77593 0.61075 21.94969 0.264 0.022 -0.242 0.41
H -33.26589 -0.61337 23.05796 -0.390 -0.324 0.627 0.22
H -32.38278 -0.57648 20.20919 0.165 -0.429 0.014 0.19
H -33.59555 -1.73254 20.85185 -0.234 0.526 0.170 0.52
H -32.84091 -3.62965 21.05893 -1.683 -0.857 0.869 0.40
H -31.11246 -3.80548 21.56826 -0.127 -0.881 -0.365 0.24
H -31.69644 -3.17868 19.97226 0.754 0.042 -0.556 0.35
C -19.73211 5.71960 32.70951 -1.272 -0.357 1.391 -1.63
C -19.57790 4.93523 31.42968 0.195 -1.460 0.620 2.41
C -19.40704 5.78774 30.22182 -0.593 1.371 1.437 -1.31
O -20.67085 6.41880 30.02692 1.398 0.916 -1.475 0.02
C -20.42212 7.43914 29.02028 -2.741 -1.347 -0.502 -0.66
N -18.41402 4.04044 31.48745 -0.061 0.595 -1.335 -0.64
H -18.76531 6.09684 33.05425 -0.192 0.220 -0.015 0.48
H -20.19045 5.06905 33.54422 0.927 0.711 -1.187 0.33
H -20.50222 6.51588 32.58791 0.821 -0.273 -0.048 0.25
H -20.51791 4.37578 31.32920 0.036 -0.084 -0.331 -0.97
H -19.14723 5.23681 29.33992 0.376 -0.484 -0.559 0.42
H -18.63306 6.56469 30.45431 -0.312 -0.552 -0.399 0.28
H -20.00162 8.30174 29.45585 0.807 1.037 0.585 0.41
H -21.44749 7.70337 28.66165 1.127 -0.088 0.005 -0.18
H -19.80607 7.07522 28.16909 -0.389 0.099 0.539 0.36
H -18.29367 3.57552 32.34940 -0.087 -0.598 1.051 0.34
H -18.48953 3.33731 30.75268 0.186 0.247 0.350 0.17
C -20.02178 0.99830 30.42900 0.034 0.902 1.572 -0.68
C -19.02541 0.07487 31.05211 1.304 -0.169 0.411 0.81
C -17.64651 0.10636 30.35448 -0.044 0.141 -0.972 -0.83
O -17.86940 -0.56963 29.09299 0.042 -0.082 -0.590 -0.16
C -16.72870 -1.08211 28.38019 -0.252 -0.232 0.323 -1.04
N -18.84556 0.43599 32.48876 0.718 -1.497 0.532 -0.67
H -19.77042 1.94168 30.92654 -0.811 0.158 0.038 0.17
H -21.05715 0.69562 30.63404 0.246 0.269 -0.199 0.01
H -19.82998 1.20389 29.41307 -0.076 -0.320 -1.450 0.08
H -19.33745 -0.94077 30.88928 -0.267 -0.748 0.205 0.22
H -16.94215 -0.46088 30.97911 0.104 0.152 -0.190 0.44
H -17.23193 1.13523 30.12550 -0.450 -0.876 0.560 0.15
H -16.24825 -1.82850 29.01121 0.154 -0.253 -0.073 0.33
H -16.00357 -0.29236 28.20997 0.191 0.254 -0.206 0.43
H -16.99545 -1.55953 27.38378 -0.163 0.755 1.389 0.23
H -18.36533 -0.33626 33.04449 -0.637 1.235 -1.257 0.29
H -19.74715 0.49604 32.94838 -0.253 0.161 -0.163 0.17
C -29.44586 4.97273 24.02897 -1.036 -0.156 -0.324 -1.80
C -28.01132 5.29913 24.31990 0.416 0.372 -0.477 2.35
C -27.30706 5.43445 22.95050 0.075 -1.930 1.125 -0.43
O -27.52545 4.18472 22.21504 0.399 1.792 -0.050 -0.05
C -26.58403 4.03801 21.15400 -0.596 1.848 0.292 -1.07
N -27.95360 6.56781 25.00727 1.917 0.998 1.041 -0.44
H -29.76708 5.68798 23.23351 -0.026 -0.683 0.326 0.43
H -30.17298 5.11021 24.86028 0.774 -0.182 -0.280 0.45
H -29.47287 3.93834 23.64605 -0.388 0.563 0.015 0.10
H -27.49410 4.54007 24.93444 -0.316 0.166 -0.256 -0.91
H -26.24895 5.54807 23.17001 0.358 -0.078 -0.279 -0.06
H -27.64201 6.39085 22.54492 -0.353 -0.327 -0.923 0.27
H -26.63286 3.04514 20.80112 -0.209 -1.040 -0.587 0.16
H -25.60813 4.23366 21.54382 0.961 -0.025 0.236 0.46
H -26.71497 4.79550 20.34853 -0.330 -0.580 0.260 0.31
H -28.40671 7.28705 24.45814 -0.024 0.107 -0.029 0.37
H -26.95443 6.89734 25.20144 -1.824 -0.629 -0.379 0.00
C -22.65174 -0.14593 21.91952 -0.021 1.315 -1.243 -0.81
C -22.94161 -1.49446 22.46242 0.562 -1.854 1.233 0.35
C -22.60120 -1.56540 23.96259 0.973 0.885 -0.025 0.31
O -21.23831 -1.04297 24.19650 -1.543 -0.551 -0.541 -0.37
C -20.82551 -1.13111 25.53150 0.912 -0.640 1.124 0.05
N -24.37592 -1.87052 22.33522 0.246 0.302 -0.073 -0.24
H -23.18353 -0.10208 20.90864 0.792 0.512 1.171 0.12
H -21.55870 0.10213 21.81397 -1.057 -0.711 -0.090 0.39
H -23.01107 0.60816 22.63183 -0.251 -0.003 -0.458 -0.10
H -22.29964 -2.21906 21.92533 -0.116 0.068 0.220 0.34
H -22.73718 -2.60409 24.29731 0.352 0.138 0.241 0.39
H -23.28358 -0.89709 24.51191 -0.016 -0.272 -0.146 -0.53
H -20.07050 -0.34533 25.77909 -0.315 -0.840 -0.673 -0.23
H -20.37348 -2.16739 25.72673 -0.557 1.284 -0.009 0.35
H -21.61564 -0.93585 26.28396 -0.191 -0.327 -0.477 0.02
H -24.59119 -1.75571 21.35841 -0.375 0.137 -0.548 -0.14
H -24.58095 -2.86254 22.49222 0.593 0.384 0.269 0.29
C -24.09649 -2.66523 34.10825 0.925 0.657 -1.272 -1.67
C -24.62804 -1.40654 33.32060 0.079 -1.025 0.152 0.51
C -23.46933 -0.56684 32.80192 0.810 0.669 0.964 0.58
O -22.66954 -0.05383 33.88655 0.395 -1.322 -0.321 -0.58
C -23.21401 1.02754 34.53178 -1.570 1.619 -0.356 -0.46
N -25.43206 -1.69531 32.12760 -0.504 -0.557 0.336 -0.16
H -23.18765 -3.00819 33.60063 -0.054 -0.118 -0.171 0.31
H -24.77120 -3.49952 34.08309 -0.653 -0.223 0.089 0.38
H -23.74687 -2.49154 35.11705 -0.325 0.415 0.335 0.40
H -25.24537 -0.86056 34.03928 -0.026 0.360 -0.306 0.25
H -23.81138 0.31437 32.19718 0.134 -0.828 0.208 -0.17
H -22.75343 -1.21728 32.24847 -0.666 0.509 0.038 -0.21
H -22.50527 1.51231 35.17854 0.550 -0.084 0.272 0.48
H -24.15928 0.92027 35.10931 0.493 -0.785 -0.097 0.21
H -23.51095 1.75976 33.76658 0.110 0.349 0.007 -0.04
H -26.27435 -2.23050 32.35716 0.201 0.223 -0.002 0.01
H -24.95149 -2.29097 31.45063 0.118 0.187 0.033 0.02
C -24.66113 9.34782 26.78583 -0.204 -2.525 -0.550 -1.05
C -23.36840 8.45825 27.07680 -1.069 1.959 0.781 1.05
C -23.39093 7.14278 26.35535 -1.231 0.084 -0.057 0.90
O -23.61056 7.45988 24.98940 -0.215 -0.664 -0.569 -0.56
C -23.86755 6.28514 24.20605 2.027 0.329 1.088 -0.17
N -22.09604 9.09700 26.76677 0.194 -1.042 -2.129 -0.50
H -24.70872 10.23764 27.35161 0.203 0.895 1.008 0.48
H -25.54541 8.69967 27.03458 0.690 0.679 -0.134 -0.16
H -24.79679 9.65144 25.74584 0.407 -0.266 -0.088 0.31
H -23.38192 8.31591 28.16927 -0.071 -0.380 -0.252 -0.81
H -24.19090 6.46583 26.71179 0.087 0.405 0.033 -0.79
H -22.45296 6.65055 26.53453 0.773 -0.401 -0.196 0.53
H -22.86109 5.78503 24.04038 -1.309 -0.142 0.347 0.24
H -24.21275 6.56826 23.24034 -0.451 0.458 -0.673 0.46
H -24.61901 5.69066 24.73688 0.262 -0.399 -0.223 -0.35
H -21.97449 10.02137 27.10297 -0.249 0.887 0.394 0.26
H -22.03859 9.11956 25.72587 0.172 0.210 1.105 0.28
C -26.78105 3.14685 30.67070 -1.510 -0.209 -0.314 -0.84
C -26.56529 1.83025 31.36675 -1.059 0.564 0.634 3.48
C -27.81093 1.11540 31.88516 0.618 -0.121 0.918 -1.74
O -28.50749 1.94350 32.80893 -0.343 0.471 -0.752 -0.29
C -29.45093 1.19183 33.50992 0.780 -2.014 1.653 -1.00
N -25.97012 0.94902 30.43792 1.056 -2.748 -0.011 1.09
H -27.17681 3.91699 31.32303 0.273 0.299 0.190 0.82
H -27.50330 3.02104 29.86021 -0.254 -0.152 -0.018 -0.32
H -25.88377 3.40674 30.15115 0.845 0.516 0.011 -0.61
H -25.97340 2.04707 32.24364 0.610 -0.060 0.646 -1.18
H -27.51147 0.19294 32.44546 0.160 0.485 -0.474 0.60
H -28.43185 0.77084 31.05907 -0.420 0.302 -0.246 0.48
H -29.01791 0.87676 34.48438 0.317 -0.150 -0.319 0.37
H -29.67030 0.22045 33.01268 -0.412 0.844 0.028 0.32
H -30.31108 1.70106 33.89730 -0.739 0.787 -0.875 0.42
H -25.79619 0.02939 30.92879 -0.337 0.786 -0.670 -0.89
H -25.03086 1.24876 30.23356 0.320 0.411 -0.287 -0.30
C -19.33548 2.50376 25.17483 -0.474 -0.386 0.052 -0.88
C -18.52047 2.21890 26.38560 1.507 -0.412 -0.391 0.26
O -18.23794 0.80137 26.30367 -0.230 1.345 -0.577 -0.60
H -18.66401 2.35957 24.32090 -0.574 -0.110 -0.147 0.42
H -19.58359 3.56974 25.25367 -0.628 -0.299 -0.450 0.35
H -20.19475 1.74795 25.19197 0.883 1.512 -0.476 -0.06
H -19.05906 2.51813 27.27690 -0.100 -0.304 0.499 -0.15
H -17.57026 2.83295 26.33136 -0.746 -0.708 0.277 0.32
H -17.97335 0.48749 27.14872 0.274 -0.436 1.332 0.31
C -25.23003 3.41229 36.49832 1.460 -0.724 1.336 -1.34
C -26.04998 3.29910 35.25850 0.890 1.010 -0.181 1.47
O -27.32573 3.00715 35.73209 -2.483 -0.410 -2.488 -0.64
H -24.82794 2.41622 36.93997 -1.133 1.539 -0.622 0.25
H -25.81837 3.99917 37.23408 0.413 -0.612 -0.191 0.38
H -24.33960 3.99180 36.28613 0.353 0.179 -0.011 0.35
H -25.64947 2.54137 34.58191 -0.155 -0.131 -0.125 -0.64
H -25.96853 4.29507 34.72373 -0.446 -0.891 0.320 -0.14
H -27.91645 2.92783 34.90886 1.093 0.063 1.781 0.28
C -22.49430 -2.69416 29.36144 -1.618 0.238 -0.001 -1.31
C -23.75971 -2.19308 28.69102 -0.672 -2.137 -0.250 0.87
O -24.86077 -2.90622 29.33340 0.092 1.094 -0.301 -0.65
H -22.59921 -2.45949 30.40308 0.525 0.383 0.638 0.06
H -21.63630 -2.31230 28.88748 1.248 0.749 -0.248 0.36
H -22.45130 -3.75870 29.31151 -0.086 -0.869 -0.224 0.43
H -23.82113 -2.59668 27.66473 0.457 0.888 -0.046 0.17
H -23.90909 -1.11284 28.74038 0.085 0.008 -0.052 -0.30
H -25.64490 -2.54541 28.87655 -0.119 -0.270 0.438 0.14
```
Forces are in eV/Å.

Summary:
M, u: 1561.32
HOMO energy, eV: -8.299
E_tot, a.u.: -5144.52565